{"formula": "C32H26FN6O3Pd", "method": "wB97M-V/def2-TZVPD", "symbols": ["Pd", "C", "C", "C", "C", "C", "C", "N", "N", "C", "C", "C", "C", "C", "N", "H", "H", "H", "H", "H", "H", "H", "H", "H", "C", "C", "C", "C", "C", "C", "C", "F", "C", "C", "C", "O", "C", "C", "N", "C", "C", "O", "O", "H", "H", "H", "H", "H", "H", "H", "H", "H", "H", "H", "N", "C", "N", "C", "C", "C", "C", "C", "C", "H", "H", "H", "H", "H", "H"], "coordinates": [[-1.892, 0.246, -0.446], [-4.701, 4.734, 1.404], [-3.486, 4.593, 0.889], [-3.005, 3.365, 0.172], [-3.996, 2.211, 0.242], [-5.359, 2.489, 0.717], [-5.686, 3.660, 1.266], [-3.701, 1.008, -0.148], [-4.726, 0.089, -0.165], [-4.302, -1.159, -0.345], [-5.228, -2.236, -0.250], [-4.781, -3.521, -0.350], [-3.414, -3.787, -0.564], [-2.575, -2.716, -0.676], [-2.997, -1.440, -0.608], [-4.972, 5.647, 1.922], [-2.787, 5.417, 0.968], [-2.849, 3.630, -0.884], [-6.074, 1.688, 0.634], [-6.697, 3.819, 1.623], [-6.263, -1.997, -0.053], [-5.482, -4.342, -0.245], [-3.025, -4.793, -0.616], [-1.514, -2.846, -0.843], [4.249, -4.186, 2.287], [3.779, -4.089, 0.835], [4.929, -3.969, -0.155], [5.628, -2.621, -0.008], [4.622, -1.515, -0.213], [4.983, -0.270, -0.677], [4.019, 0.716, -0.858], [4.435, 1.936, -1.262], [2.689, 0.481, -0.660], [2.300, -0.785, -0.205], [0.879, -1.120, -0.020], [0.040, -0.592, -0.764], [0.619, -2.131, 0.977], [1.606, -3.028, 1.191], [2.861, -2.955, 0.657], [3.266, -1.762, 0.072], [-0.630, -2.218, 1.874], [-0.708, -3.270, 2.546], [-1.338, -1.195, 1.869], [5.048, -4.926, 2.378], [3.432, -4.486, 2.943], [4.620, -3.222, 2.640], [3.216, -4.990, 0.593], [4.531, -4.050, -1.170], [5.620, -4.799, 0.000], [6.435, -2.525, -0.734], [6.083, -2.544, 0.984], [6.021, -0.045, -0.897], [1.946, 1.247, -0.851], [1.399, -3.867, 1.847], [-0.608, 4.088, 0.528], [-1.556, 2.974, 0.632], [-1.012, 2.011, -0.287], [-0.225, 2.672, -1.188], [0.329, 2.269, -2.395], [1.178, 3.156, -3.080], [1.454, 4.419, -2.590], [0.874, 4.841, -1.376], [0.042, 3.974, -0.711], [-0.886, 4.997, 0.849], [-1.617, 2.590, 1.652], [0.125, 1.279, -2.779], [1.628, 2.839, -4.014], [2.124, 5.081, -3.126], [1.081, 5.829, -0.978]], "atomic_forces_ev_per_a": [[-0.05, -0.21, -0.16], [-0.37, -0.16, 0.05], [0.17, -0.09, -0.11], [0.00, 0.01, 0.08], [-0.24, 0.21, 0.05], [0.26, -0.14, -0.19], [0.10, 0.38, 0.12], [-0.18, -0.16, 0.07], [0.21, 0.00, -0.01], [0.05, 0.05, -0.06], [-0.01, -0.03, -0.01], [-0.01, -0.02, 0.00], [-0.12, -0.04, -0.02], [0.02, 0.25, -0.11], [0.09, -0.09, 0.19], [-0.05, -0.02, -0.03], [-0.01, -0.01, -0.01], [-0.11, 0.02, -0.07], [0.02, -0.02, -0.01], [0.03, 0.02, 0.03], [0.02, -0.02, -0.01], [0.01, 0.02, -0.01], [-0.02, 0.02, 0.01], [0.04, 0.04, 0.05], [0.03, 0.00, 0.00], [0.02, 0.13, 0.17], [0.00, 0.09, -0.04], [-0.08, 0.04, 0.01], [0.06, -0.10, 0.01], [0.07, -0.02, -0.02], [0.03, -0.02, 0.00], [0.03, 0.02, -0.04], [-0.16, -0.01, -0.08], [0.05, -0.24, 0.01], [0.00, -0.37, 0.15], [-0.24, 0.64, -0.03], [0.16, 0.27, -0.08], [0.38, -0.11, -0.07], [-0.09, 0.02, -0.05], [-0.02, -0.10, 0.12], [-0.05, -0.24, 0.25], [-0.12, 0.35, -0.24], [-0.07, -0.15, 0.08], [-0.04, 0.02, 0.00], [0.01, 0.05, -0.03], [0.02, -0.03, -0.02], [-0.08, -0.04, -0.03], [0.02, -0.03, 0.01], [0.01, 0.01, 0.01], [0.02, 0.02, -0.01], [0.02, 0.00, -0.01], [-0.04, 0.01, 0.02], [0.05, -0.06, 0.00], [-0.07, 0.00, -0.07], [0.11, -0.11, 0.02], [-0.01, 0.10, -0.26], [0.45, -0.13, 0.07], [-0.25, -0.10, 0.11], [0.08, 0.07, -0.11], [-0.08, -0.04, 0.06], [-0.03, -0.04, 0.09], [-0.07, 0.01, -0.01], [0.03, 0.17, 0.10], [-0.01, 0.05, -0.03], [0.08, -0.06, 0.08], [0.01, -0.03, -0.02], [-0.02, -0.01, 0.01], [-0.05, -0.02, 0.01], [0.00, -0.04, 0.00]], "mulliken_charge": [0.89, -0.69, -0.74, 1.39, 0.28, -0.89, -0.47, 0.47, -1.22, 0.31, -0.61, -0.12, -0.99, -0.16, -0.06, 0.36, 0.28, 0.15, 0.41, 0.36, 0.41, 0.35, 0.39, 0.47, -1.44, -0.16, -1.04, -1.15, 0.86, -0.83, -0.09, -0.37, -0.37, 0.16, 1.23, -0.71, -0.42, -0.26, 0.26, -0.42, 0.29, -0.84, -0.57, 0.41, 0.43, 0.37, 0.44, 0.37, 0.44, 0.43, 0.35, 0.49, 0.63, 0.59, -0.28, -1.03, 0.18, 0.23, -0.78, -0.52, -0.70, -0.91, 0.88, 0.29, 0.41, 0.44, 0.40, 0.34, 0.37], "total_charge": -1}


{"formula": "C2H4N4", "method": "wB97M-V/def2-TZVPD", "symbols": ["N", "C", "N", "C", "N", "N", "H", "H", "H", "H"], "coordinates": [[1.791, -0.207, -0.329], [0.451, -0.008, -0.086], [-0.096, 1.176, -0.008], [-1.421, 0.887, 0.213], [-1.709, -0.358, 0.383], [-0.502, -1.018, 0.192], [2.353, 0.628, -0.195], [2.212, -1.036, 0.061], [-2.212, 1.614, 0.242], [-0.866, -1.677, -0.472]], "atomic_forces_ev_per_a": [[-0.24, -0.18, 0.11], [-0.47, -0.17, 0.07], [-0.01, -0.27, -0.14], [-0.17, 0.17, 0.42], [-0.48, 0.62, 0.02], [0.36, 0.85, -0.04], [-0.32, -0.24, -0.09], [-0.15, 0.01, -0.04], [0.12, 0.36, 0.14], [1.36, -1.14, -0.45]], "mulliken_charge": [-0.44, 0.44, -0.56, -0.05, -0.54, -0.07, 0.26, 0.26, 0.41, 0.30], "smiles": "Nc1ncn[nH]1"}


{"formula": "CH4N2O", "method": "wB97M-V/def2-TZVPD", "symbols": ["N", "N", "C", "O", "H", "H", "H", "H"], "coordinates": [[1.228, -0.426, 0.075], [0.245, 0.451, -0.130], [-1.052, 0.322, 0.018], [-1.597, -0.679, -0.101], [0.613, -1.176, 0.636], [1.365, -1.088, -0.669], [0.733, 1.388, -0.261], [-1.535, 1.209, 0.431]], "atomic_forces_ev_per_a": [[-1.02, -6.00, 2.99], [3.04, 6.67, -1.98], [1.14, 4.48, 1.10], [-3.51, -6.31, -0.39], [2.24, 1.44, -0.35], [0.27, 0.24, -1.53], [-1.94, -1.32, 0.64], [-0.23, 0.79, -0.48]], "mulliken_charge": [-0.71, 0.07, 0.05, -0.47, 0.26, 0.24, 0.25, 0.30], "smiles": "NNC=O"}


Kohn-Sham gap per entry: 5.9098 10.0113 10.4356 eV
Energy above the lowest of the compared OMol25 structures with the same formula, charge and spin per entry: 1.036 0.652 2.994 eV